P) Computed, not measured: one molecule with the formula C20H25N5O3, with ωB97M-V/def2-TZVPD.

Calculated values
- Lowest unoccupied orbital energy: 0.641 eV
- HOMO-LUMO gap: 8.94 eV

```
53
Properties=species:S:1:pos:R:3:nbo_charge:R:1
C 3.92936 -1.48933 -4.00831 -0.2496
O 3.25328 -1.36155 -2.78235 -0.5114
C 1.89218 -1.50218 -2.76382 0.3052
C 1.11707 -1.69923 -3.89975 -0.3085
C -0.26101 -1.80343 -3.79565 -0.1913
C -0.87586 -1.72891 -2.56174 -0.2454
C -0.10224 -1.55190 -1.42618 -0.1353
C 1.27460 -1.42620 -1.50352 -0.1096
C 2.10473 -1.17906 -0.26371 -0.2336
N 2.06546 0.17157 0.27463 -0.4384
C 2.50794 1.20925 -0.62852 -0.2326
C 1.44051 1.68262 -1.62763 -0.2324
N 0.13496 1.73971 -1.01009 -0.6049
C -0.24869 1.13080 0.12168 0.6780
O -1.41925 1.07968 0.45972 -0.6609
C 0.85929 0.53792 0.99134 -0.1401
C 1.19182 1.53452 2.13038 -0.4784
C -0.04878 2.30893 2.55966 0.6878
O -0.22027 3.47373 2.26455 -0.6277
N -0.91059 1.60500 3.32179 -0.6326
C -2.25251 2.10359 3.54211 -0.2029
C -3.20229 0.94282 3.84920 -0.4474
C -3.15408 -0.06974 2.74635 0.1974
C -4.08594 -0.11184 1.71039 0.0207
N -4.02818 -1.01607 0.75073 -0.3662
C -3.02541 -1.87990 0.79368 -0.0209
C -2.07623 -1.83132 1.80215 -0.0028
N -2.14567 -0.93753 2.77673 -0.4328
H 4.98668 -1.37725 -3.77225 0.2017
H 3.76307 -2.47203 -4.46056 0.1795
H 3.63425 -0.70750 -4.71610 0.1759
H 1.57452 -1.76712 -4.87424 0.2195
H -0.84830 -1.94700 -4.69033 0.2155
H -1.94864 -1.80515 -2.47687 0.2173
H -0.58431 -1.50339 -0.46212 0.2034
H 1.77869 -1.85349 0.53288 0.2049
H 3.15081 -1.39795 -0.49088 0.2230
H 2.82819 2.06387 -0.02637 0.2009
H 3.37461 0.83874 -1.17756 0.2214
H 1.39461 1.00503 -2.48951 0.1943
H 1.70207 2.68091 -1.99415 0.2023
H -0.61549 2.12707 -1.56667 0.4065
H 0.44176 -0.36330 1.45188 0.2243
H 1.61680 0.98955 2.97324 0.2257
H 1.92071 2.26388 1.78190 0.2295
H -0.82087 0.59700 3.36005 0.4155
H -2.57574 2.63878 2.64237 0.2175
H -2.24574 2.81296 4.37724 0.2005
H -2.88850 0.46649 4.78033 0.2243
H -4.21486 1.32900 3.96529 0.2242
H -4.90219 0.59536 1.65514 0.1957
H -2.99002 -2.62017 0.00597 0.1974
H -1.24628 -2.52627 1.84753 0.1960
```

=====

Q) Computed, not measured: one molecule with the formula C20H25N5O3, with ωB97M-V/def2-TZVPD.

Calculated values
- Lowest unoccupied orbital energy: 0.048 eV
- HOMO-LUMO gap: 8.21 eV

```
53
Properties=species:S:1:pos:R:3:nbo_charge:R:1
C -1.83364 -5.95806 2.29299 -0.5996
C -1.33980 -4.79743 1.43816 -0.3873
C -2.42757 -4.28012 0.49991 -0.3872
C -1.93979 -3.11428 -0.35639 -0.3948
C -3.02692 -2.60482 -1.29828 -0.3756
C -2.53514 -1.45024 -2.18200 -0.4354
C -2.21125 -0.24930 -1.35168 0.4253
N -3.21990 0.50973 -0.96202 -0.4860
C -2.97789 1.57648 -0.18870 0.0610
C -4.10963 2.44305 0.25054 0.6466
N -5.30292 2.02735 -0.20366 -0.8028
O -3.93014 3.42136 0.95207 -0.6299
C -1.67843 1.85341 0.18447 0.1412
N -1.06615 2.81340 0.93145 -0.5923
C 0.29482 2.59150 0.96028 0.7796
O 1.11282 3.25382 1.54330 -0.6002
N 0.52739 1.44056 0.18789 -0.4333
C 1.79425 0.85559 -0.03560 0.1659
C 1.89293 -0.51278 -0.27338 -0.2223
C 3.12636 -1.08346 -0.49180 -0.2377
C 4.29089 -0.31118 -0.47218 0.3050
O 5.44411 -0.98812 -0.71415 -0.4918
C 6.68744 -0.32074 -0.62320 -0.0623
C 7.12685 -0.08920 0.81965 -0.6385
C 4.18211 1.05547 -0.23597 -0.3038
C 2.94278 1.63334 -0.02500 -0.1985
C -0.66774 0.97699 -0.28459 0.3849
N -0.92235 -0.06407 -1.04754 -0.4792
H -1.04438 -6.31188 2.95207 0.2080
H -2.67860 -5.64899 2.90465 0.2001
H -2.15273 -6.78636 1.66396 0.1997
H -1.00701 -3.98416 2.08718 0.1938
H -0.47957 -5.12154 0.84812 0.1929
H -3.28958 -3.95955 1.09010 0.1929
H -2.75798 -5.09337 -0.15095 0.1919
H -1.61281 -2.30067 0.29466 0.1964
H -1.07543 -3.43215 -0.94365 0.1960
H -3.88634 -2.26397 -0.71712 0.2023
H -3.35809 -3.42154 -1.94312 0.2029
H -1.63743 -1.75417 -2.71948 0.2203
H -3.31829 -1.18499 -2.89281 0.2233
H -6.14157 2.53438 0.02059 0.4075
H -5.32834 1.20441 -0.78351 0.4232
H -1.55340 3.56820 1.39132 0.4589
H 1.00263 -1.11866 -0.29872 0.2427
H 3.21879 -2.14110 -0.68025 0.2242
H 7.39092 -0.99412 -1.12114 0.1938
H 6.66234 0.62334 -1.18108 0.1699
H 7.18249 -1.03974 1.34416 0.2156
H 6.42111 0.55043 1.34376 0.2142
H 8.10681 0.37990 0.83314 0.2152
H 5.05123 1.69322 -0.21929 0.2193
H 2.87697 2.69197 0.16303 0.2439
```

=====

Most favorable structure: Q). The second most favorable one is 46.2 kcal/mol above it.

=====

P) Computed, not measured: C33H59BrN9P2Tc as an isolated structure, with ωB97M-V/def2-TZVPD.

Calculated values
- Lowest unoccupied orbital energy (alpha / beta): -7.976 / -9.453 eV
- Net charge: +3
- HOMO-LUMO gap (alpha / beta): 7.32 / 5.94 eV
- Multiplicity: 4

```
105
Properties=species:S:1:pos:R:3:mulliken_spin:R:1
Tc -0.35567 0.06541 -0.07784 2.9133
Br 0.00249 0.84475 2.31215 -0.0345
C -0.31099 2.70257 2.00078 -0.0074
C -0.37627 3.55833 3.05712 0.0249
C -0.53839 4.93233 2.78906 -0.0164
C -0.59200 5.37196 1.49599 0.0283
C -0.49250 4.47106 0.40760 -0.0309
C -0.45932 4.93609 -0.92899 0.0905
C -0.26844 4.05482 -1.95302 -0.0361
C -0.16823 2.67240 -1.69830 0.1203
C -0.27236 2.13749 -0.42837 -0.1718
C -0.37843 3.07710 0.65056 0.0160
H -0.30029 3.20309 4.07716 -0.0007
H -0.60164 5.63052 3.61214 -0.0004
H -0.69459 6.42905 1.28587 0.0002
H -0.55786 5.99665 -1.12379 -0.0002
H -0.20261 4.41190 -2.97261 0.0013
H -0.00795 2.03025 -2.55280 0.0303
C -1.66789 -3.18105 1.63627 -0.0011
P -0.55847 -2.62652 0.29766 -0.0271
C -1.34356 -3.48289 -1.13336 0.0078
C 0.92690 -3.67576 0.61809 -0.0073
C 1.46802 -3.67358 2.05477 0.0056
P 1.45403 -2.03231 2.92024 0.0309
C 1.00696 -2.52812 4.62712 -0.0003
C 3.24317 -1.70470 3.15400 0.0049
H -1.72221 -4.27080 1.60893 -0.0023
H -2.66780 -2.77992 1.47986 0.0014
H -1.30310 -2.86331 2.61238 -0.0004
H -0.90554 -4.47165 -1.27064 -0.0010
H -1.24631 -2.92316 -2.05977 0.0012
H -2.40490 -3.61669 -0.92292 0.0015
H 1.70754 -3.38802 -0.09330 -0.0028
H 0.63270 -4.69327 0.34996 -0.0005
H 2.48790 -4.06262 2.03891 -0.0001
H 0.88953 -4.36750 2.66687 0.0007
H 1.61303 -3.36587 4.97560 0.0008
H -0.04658 -2.80170 4.69243 -0.0003
H 1.17305 -1.67941 5.29179 0.0001
H 3.74106 -2.55829 3.61710 0.0010
H 3.36870 -0.83781 3.80346 -0.0005
H 3.72820 -1.49005 2.20052 -0.0021
C -3.34899 1.57814 2.38907 0.0069
N -3.06282 0.12703 2.26693 0.0065
C -3.93987 -0.64887 3.16115 0.0009
C -5.16902 -0.93472 2.31231 -0.0026
N -4.61978 -0.85423 0.94595 0.0261
C -5.60426 -1.05508 -0.13005 -0.0002
C -3.39841 -0.27844 0.96205 -0.0041
N -2.54499 -0.08613 -0.02906 -0.0571
C -3.02665 -0.41162 -1.37936 0.0040
C -2.11241 0.17013 -2.41784 0.0602
N -0.72170 -0.24671 -2.16479 -0.1236
C 0.12478 -0.33074 -3.17877 0.0452
N -0.02605 0.03230 -4.46380 0.0319
C -1.20048 0.33603 -5.29526 -0.0002
C 1.24537 -0.09607 -5.19876 -0.0042
C 2.23628 -0.23745 -4.05867 0.0026
N 1.43490 -0.81954 -2.96698 -0.0078
C 1.41879 -2.29863 -3.00105 0.0082
H -4.42478 1.78083 2.38391 0.0018
H -2.89050 2.11841 1.56449 -0.0022
H -2.93081 1.93789 3.32557 -0.0004
H -4.15540 -0.08595 4.06495 -0.0003
H -3.44113 -1.57345 3.44522 0.0001
H -5.97690 -0.21110 2.43749 0.0011
H -5.57151 -1.93116 2.48710 0.0010
H -6.53855 -1.33292 0.34960 -0.0003
H -5.33244 -1.86023 -0.80702 0.0006
H -5.78404 -0.13609 -0.68335 0.0010
H -4.00660 0.01282 -1.56479 -0.0027
H -3.09224 -1.49583 -1.50081 -0.0104
H -2.17491 1.26027 -2.39288 -0.0084
H -2.47306 -0.17106 -3.37632 0.0025
H -1.64026 1.30192 -5.05478 0.0010
H -1.94844 -0.44973 -5.24321 0.0006
H -0.85286 0.37480 -6.32404 -0.0002
H 1.41402 0.79825 -5.79521 0.0011
H 1.20923 -0.95944 -5.86660 0.0018
H 2.60392 0.73942 -3.74185 0.0008
H 3.08596 -0.87014 -4.29946 0.0000
H 0.82872 -2.70355 -3.83070 0.0009
H 1.01718 -2.69061 -2.06889 -0.0067
H 2.43840 -2.65914 -3.11335 -0.0001
C 2.99430 2.23696 1.86708 0.0025
N 2.61443 1.92251 0.48742 0.0089
C 2.90224 2.97862 -0.48089 0.0092
C 2.78597 0.60889 0.04868 0.0693
N 1.70627 -0.14317 -0.14307 -0.0508
N 4.00235 0.11532 -0.18280 0.0465
C 5.24433 0.86834 0.02129 -0.0040
C 4.18576 -1.24014 -0.69202 0.0001
H 2.28720 2.95875 2.27786 0.0008
H 3.99082 2.68196 1.94101 0.0004
H 2.97250 1.33736 2.48040 -0.0014
H 2.64174 2.64385 -1.48423 -0.0031
H 3.94907 3.29754 -0.47345 0.0001
H 2.28205 3.84410 -0.24462 0.0009
H 1.94778 -1.08083 -0.43920 0.0029
H 5.07991 1.74673 0.62723 0.0007
H 5.66786 1.16461 -0.93851 0.0019
H 5.95820 0.22843 0.53678 0.0012
H 3.59689 -1.38974 -1.59385 -0.0003
H 3.91042 -1.98671 0.05894 0.0022
H 5.23286 -1.38379 -0.94087 0.0002
```

=====

Q) Computed, not measured: C33H59BrN9P2Tc as an isolated structure, with ωB97M-V/def2-TZVPD.

Calculated values
- Lowest unoccupied orbital energy (alpha / beta): -7.926 / -9.608 eV
- Net charge: +3
- HOMO-LUMO gap (alpha / beta): 7.04 / 5.36 eV
- Multiplicity: 4

```
105
Properties=species:S:1:pos:R:3:mulliken_spin:R:1
Tc 0.38688 -0.44120 0.41035 2.7980
Br -1.66212 -0.38898 -1.19215 -0.0028
C -2.74555 -1.55158 -0.13082 0.0054
C -3.90978 -2.04151 -0.63975 0.0219
C -4.74968 -2.77979 0.22417 -0.0199
C -4.41728 -2.93512 1.53998 0.0362
C -3.21328 -2.39567 2.06134 -0.0229
C -2.89274 -2.47202 3.43618 0.0989
C -1.74200 -1.90395 3.91029 -0.0347
C -0.83121 -1.29655 3.02679 0.1271
C -1.06235 -1.22648 1.66423 -0.1718
C -2.31663 -1.72343 1.19415 0.0025
H -4.19948 -1.86504 -1.66469 0.0004
H -5.66917 -3.19495 -0.16208 -0.0004
H -5.07907 -3.47015 2.20608 0.0003
H -3.57581 -2.97123 4.10786 0.0005
H -1.51297 -1.94915 4.96579 0.0025
H 0.09967 -0.92959 3.42726 -0.0011
C 2.22191 -3.69937 -0.66816 -0.0010
P 0.99661 -2.44044 -1.13164 -0.0358
C -0.40040 -3.47545 -1.65895 0.0052
C 1.72541 -1.79963 -2.69570 -0.0099
C 1.36423 -0.35712 -3.03758 -0.0345
P 1.77292 0.68324 -1.59330 0.0259
C 1.97471 2.38851 -2.17942 0.0136
C 3.52630 0.25952 -1.29264 0.0529
H 2.50348 -4.21729 -1.58791 -0.0022
H 1.78629 -4.42713 0.01151 -0.0008
H 3.11241 -3.26647 -0.22231 0.0034
H 0.01489 -4.34418 -2.17406 -0.0011
H -1.04834 -2.93647 -2.34713 -0.0019
H -0.98689 -3.81824 -0.80714 0.0005
H 1.44539 -2.49854 -3.49087 -0.0006
H 2.80716 -1.88957 -2.58097 -0.0003
H 0.30931 -0.21536 -3.26845 0.0083
H 1.93619 -0.01533 -3.90552 -0.0001
H 2.88896 2.41299 -2.77365 0.0011
H 2.07784 3.08801 -1.35157 -0.0004
H 1.10648 2.66394 -2.77114 -0.0046
H 4.06826 0.26598 -2.24079 -0.0023
H 3.64288 -0.71149 -0.81493 -0.0122
H 3.97066 1.02437 -0.65558 0.0033
C 5.20026 -0.44784 1.88468 0.0018
N 4.22773 -1.43866 2.33202 0.0162
C 4.76902 -2.60903 3.03222 -0.0017
C 3.65623 -3.63721 2.88540 -0.0013
N 2.54931 -2.86004 2.32158 0.0177
C 1.25225 -3.49284 2.41223 0.0462
C 2.92171 -1.60092 2.03084 0.0391
N 2.11903 -0.60460 1.56903 -0.1159
C 2.56185 0.74096 2.03096 0.0348
C 1.53932 1.82399 1.68275 0.0290
N 0.18674 1.29219 1.54267 0.0293
C -0.75794 1.70933 2.41505 0.0122
N -2.04744 1.87083 2.10058 0.0269
C -2.59638 2.11110 0.78703 0.0044
C -2.83350 2.19460 3.29791 -0.0010
C -1.75814 2.64534 4.27954 -0.0002
N -0.54727 2.04779 3.69859 0.0107
C 0.58197 1.73197 4.54292 0.0047
H 6.15618 -0.95914 1.78119 -0.0001
H 5.32189 0.35769 2.60873 -0.0002
H 4.94030 -0.04473 0.91254 -0.0010
H 4.99218 -2.36268 4.07111 0.0007
H 5.69147 -2.92274 2.54629 0.0006
H 3.34301 -4.05443 3.84258 0.0007
H 3.91149 -4.46448 2.22014 0.0007
H 1.38855 -4.55064 2.18442 0.0007
H 0.54417 -3.07032 1.71047 -0.0242
H 0.84766 -3.41470 3.42354 0.0015
H 3.49922 1.04936 1.57367 0.0088
H 2.74672 0.68168 3.10682 -0.0003
H 1.80532 2.28205 0.72405 0.0035
H 1.58927 2.63092 2.41778 0.0099
H -1.79120 2.15168 0.06058 -0.0009
H -3.12187 3.06813 0.79195 0.0003
H -3.30048 1.32828 0.50600 0.0025
H -3.37345 1.30943 3.64283 0.0007
H -3.55285 2.97810 3.06704 0.0003
H -1.91407 2.25967 5.28519 -0.0001
H -1.65536 3.73167 4.33197 0.0004
H 0.20862 1.46620 5.53176 0.0004
H 1.26463 2.57671 4.64822 0.0001
H 1.11785 0.87664 4.14621 -0.0019
C -1.69603 0.32964 -5.03026 0.0002
N -1.94814 1.74808 -5.00954 0.0001
C -2.04420 2.36801 -6.32246 0.0000
C -1.76281 2.46406 -3.87216 0.0004
N -1.09836 1.94648 -2.86712 -0.0015
N -2.26842 3.73899 -3.88235 0.0002
C -3.59207 4.01572 -4.42475 0.0000
C -1.81542 4.69457 -2.89903 -0.0001
H -0.66470 0.10499 -5.32220 0.0000
H -2.36188 -0.14044 -5.75368 0.0001
H -1.89018 -0.09565 -4.04874 0.0000
H -1.33029 1.88380 -6.98882 0.0000
H -1.79044 3.42279 -6.25675 0.0000
H -3.04168 2.26223 -6.75077 0.0000
H -1.19591 2.58626 -2.08382 -0.0019
H -4.00627 3.12230 -4.88153 0.0000
H -3.55827 4.81195 -5.16847 0.0000
H -4.25986 4.32391 -3.61689 0.0000
H -2.33842 4.59834 -1.93957 0.0000
H -2.00139 5.69954 -3.27303 0.0000
H -0.74335 4.59500 -2.73619 0.0001
```

=====

Most favorable structure: Q). The second most favorable one is 16.9 kcal/mol above it.